# 1
Density functional theory data (wB97M-V/def2-TZVPD) for a cluster of 2 separate species, C3H10NO in total in a non-equilibrium geometry.

ORCA input file:
```
! RIJCOSX wB97M-V def2-TZVPD def2/J DEFGRID3
* xyz 1 1
C -1.950 -0.433 -0.475
N -0.991 0.309 -1.378
H -2.585 -1.063 -1.172
H -2.370 0.317 0.161
H -1.342 -1.090 0.241
H -1.442 1.085 -1.799
H -0.087 0.407 -0.803
H -0.701 -0.369 -2.110
C 1.831 -0.961 0.577
C 0.900 -0.128 1.070
O 0.638 1.120 0.488
H 2.475 -0.815 -0.282
H 1.954 -1.922 1.033
H 0.576 -0.195 2.210
H 0.661 1.658 1.233
*
```

Values from the calculation:
Orbital gap   10.5 eV
Highest occupied orbital energy   -13.8721 eV



# 2
Density functional theory data (wB97M-V/def2-TZVPD) for a cluster of 2 separate species, C3H10NO in total in a non-equilibrium geometry.

ORCA input file:
```
! RIJCOSX wB97M-V def2-TZVPD def2/J DEFGRID3
* xyz 1 1
O 1.928 -1.279 0.843
C 1.064 -0.396 1.024
C 0.977 0.779 0.074
N 0.987 0.292 -1.308
H 0.425 -0.318 1.925
H 0.046 1.426 0.171
H 1.857 1.395 0.252
H 1.238 1.015 -1.962
H 1.696 -0.447 -1.356
H 0.061 -0.036 -1.567
C -2.084 -0.478 0.364
H -1.843 0.529 0.059
H -1.147 -1.010 0.623
H -2.533 -1.058 -0.444
H -2.672 -0.413 1.303
*
```

Values from the calculation:
Orbital gap   10.9 eV
Highest occupied orbital energy   -15.3454 eV



# 3
Density functional theory data (wB97M-V/def2-TZVPD) for a cluster of 2 separate species, C3H10NO in total in a non-equilibrium geometry.

ORCA input file:
```
! RIJCOSX wB97M-V def2-TZVPD def2/J DEFGRID3
* xyz 2 2
C 1.187 0.327 1.828
N 1.140 -0.985 1.075
H 0.196 0.766 1.793
H 1.566 0.189 2.836
H 1.874 0.967 1.281
H 0.757 -0.916 0.107
H 0.498 -1.624 1.552
H 2.077 -1.395 1.070
C -2.078 0.732 -1.976
C -1.220 0.121 -1.067
O 0.050 0.033 -1.279
H -1.743 1.416 -2.754
H -3.117 0.449 -2.136
H -1.573 -0.376 -0.167
H 0.388 0.296 -2.163
*
```

Values from the calculation:
Orbital gap (alpha / beta)   11.6 / 9.9 eV
Highest occupied orbital energy (alpha / beta)   -20.9130 / -22.4644 eV